Below is a cluster of 13 separate species, C38H76Cl14O18 in total at a distorted geometry, with properties calculated with ωB97M-V/def2-TZVPD.

Output
Max |F| in Eh/bohr: 0.085
HOMO level in eV: -10.40
DFT total energy in a.u.: -9290.53677
E_LUMO in eV: 0.4

XYZ file:
```
146
Properties=species:S:1:pos:R:3:forces:R:3
Cl 20.390 14.005 15.580 -0.30 0.09 0.34
C 19.003 15.140 15.787 -0.50 0.89 -0.12
C 18.912 15.782 17.187 0.81 1.45 -2.10
Cl 20.237 17.108 17.342 -0.85 -1.04 -0.01
H 18.073 14.571 15.592 0.64 0.32 0.12
H 19.153 15.901 14.991 -0.42 -0.49 0.63
H 19.126 15.014 17.871 0.10 -0.56 1.41
H 17.969 16.345 17.335 0.84 -0.63 -0.14
Cl 15.682 17.257 23.348 -0.67 -0.13 0.50
C 16.933 18.490 23.496 -0.47 1.10 -1.29
C 16.873 19.552 24.559 -0.83 -1.06 0.45
Cl 17.044 18.945 26.183 0.48 -0.76 1.36
H 16.798 19.113 22.588 0.60 -0.69 0.09
H 17.842 17.919 23.506 0.65 0.22 -0.04
H 15.909 20.029 24.653 -0.09 0.51 -0.88
H 17.699 20.205 24.391 0.29 0.76 -0.25
Cl 23.664 16.207 13.461 0.61 0.07 0.28
C 22.317 17.351 13.472 -0.71 -1.26 -1.44
C 21.107 16.503 13.069 0.53 2.17 -1.94
Cl 19.718 17.666 13.095 -0.24 -0.13 -0.34
H 22.517 18.178 12.802 0.02 -0.16 -0.38
H 22.116 17.781 14.400 0.15 0.42 1.87
H 20.864 15.757 13.752 -0.08 -1.26 1.13
H 21.241 16.086 12.046 -0.32 0.34 0.73
Cl 18.069 10.928 15.714 -0.04 0.04 -0.62
C 17.074 12.121 16.553 0.98 0.21 2.44
C 16.190 11.421 17.589 0.48 0.87 0.07
Cl 14.918 10.535 16.758 -0.51 -0.55 -0.10
H 16.504 12.794 15.952 -0.47 -0.11 -1.04
H 17.783 12.779 17.103 -0.33 -0.57 -0.18
H 15.691 12.203 18.165 0.08 -0.05 0.07
H 16.742 10.762 18.285 -0.23 0.29 -0.61
Cl 17.923 9.699 12.170 0.15 0.31 0.00
C 17.121 11.320 12.371 0.07 -0.94 0.10
C 18.163 12.429 12.404 -0.26 -0.78 -1.06
Cl 17.422 13.846 13.180 0.25 0.14 -0.08
H 16.510 11.184 13.272 0.30 0.51 -0.27
H 16.521 11.385 11.489 -0.67 0.29 -0.26
H 18.429 12.695 11.337 -0.05 -0.19 1.40
H 19.005 12.024 12.966 0.15 0.71 0.06
Cl 20.229 11.000 22.240 0.81 -1.41 -0.78
C 19.411 12.380 22.875 0.54 1.32 0.74
C 18.097 12.539 22.180 -0.15 0.75 0.39
Cl 17.244 14.009 22.754 0.11 -0.03 0.24
H 20.080 13.240 22.734 -0.38 -0.14 0.01
H 19.331 12.182 23.944 -0.36 0.33 -0.05
H 17.468 11.743 22.495 -0.60 -0.85 -0.23
H 18.204 12.623 21.108 0.04 -0.12 -0.21
Cl 13.752 13.716 12.818 0.05 -0.43 0.06
C 13.714 15.175 11.823 -0.68 1.12 -0.16
C 13.846 14.951 10.338 -0.47 -0.27 -0.51
Cl 15.446 14.261 9.994 0.32 -0.12 -0.36
H 14.571 15.824 12.121 -1.03 -0.23 0.10
H 12.689 15.612 11.988 1.29 0.02 0.09
H 13.779 15.922 9.817 0.11 -0.40 0.34
H 13.089 14.271 9.895 0.47 0.36 0.49
C 11.942 13.598 17.800 -0.73 -1.04 -0.54
C 12.182 14.683 16.830 -1.27 -0.60 -0.80
O 10.822 15.106 16.462 1.44 -0.94 0.51
C 10.665 16.295 15.967 0.11 1.75 -0.35
O 11.529 17.135 15.746 -1.30 -0.97 0.15
O 9.330 16.402 15.794 0.24 1.33 -0.42
C 8.785 17.688 15.365 1.50 -0.47 -0.35
H 11.821 13.940 18.785 -0.28 0.50 1.40
H 12.699 12.860 17.775 1.19 -0.63 0.07
H 11.048 13.049 17.494 -0.07 0.15 0.13
H 12.681 14.301 15.964 0.10 -0.11 -0.82
H 12.772 15.471 17.194 0.44 1.37 0.57
H 7.968 17.378 14.727 -0.37 0.52 0.16
H 9.518 18.311 14.816 -0.20 -0.76 0.00
H 8.558 18.286 16.235 -0.68 -0.11 0.30
C 21.406 9.129 18.758 -0.98 1.90 1.57
C 20.411 10.307 18.609 1.02 -0.24 0.16
O 21.253 11.532 18.665 -1.43 0.03 -0.06
C 20.625 12.709 18.831 -1.55 0.41 0.04
O 19.406 12.866 18.932 1.75 -0.53 -0.01
O 21.438 13.780 18.899 -0.37 -1.10 -0.27
C 22.796 13.565 18.469 0.74 0.68 0.28
H 21.817 9.224 19.827 0.06 -0.34 -1.86
H 22.106 9.183 17.910 -0.01 -0.49 0.71
H 20.714 8.301 18.760 0.36 -0.84 -0.30
H 19.675 10.295 19.418 0.26 0.36 -0.08
H 19.886 10.203 17.657 0.15 0.62 0.02
H 22.879 13.813 17.399 -0.14 -0.09 0.35
H 23.012 12.485 18.610 0.62 1.18 0.16
H 23.412 14.334 19.046 -0.66 -1.49 -0.65
C 17.583 16.127 20.258 -0.66 -1.61 -1.34
C 16.156 15.605 19.994 0.33 4.17 -1.28
O 15.924 15.336 18.572 0.21 -0.14 0.00
C 15.789 16.346 17.696 -0.37 1.31 -0.10
O 15.879 17.564 17.869 0.02 -2.44 0.29
O 15.514 15.789 16.494 0.34 0.31 0.17
C 15.405 16.754 15.409 0.45 -1.51 -0.72
H 17.876 16.959 19.639 -0.33 0.47 -0.23
H 18.166 15.280 19.911 0.87 -0.05 0.44
H 17.769 16.360 21.283 -0.02 -0.08 0.64
H 15.453 16.387 20.236 -0.34 0.38 0.19
H 15.855 14.811 20.580 -0.25 -2.13 0.60
H 16.346 17.242 15.226 0.44 0.37 0.28
H 14.637 17.438 15.630 -0.88 0.93 0.15
H 15.183 16.205 14.474 -0.13 -0.01 0.80
C 16.979 17.822 8.503 -0.71 -1.23 -1.11
C 17.297 18.084 9.954 -2.28 2.43 -1.56
O 16.032 17.938 10.694 1.40 -1.19 -1.82
C 15.961 18.566 11.815 -0.78 1.63 1.51
O 15.230 18.238 12.705 -0.41 -0.58 0.73
O 16.657 19.705 11.834 0.81 -0.11 0.27
C 16.699 20.416 13.074 -1.42 -0.85 0.78
H 17.799 18.177 7.828 -0.70 -0.42 0.62
H 15.976 18.207 8.106 1.48 0.04 0.98
H 16.853 16.727 8.430 0.28 0.33 -0.50
H 17.621 19.112 10.012 0.04 0.22 0.39
H 18.031 17.487 10.378 1.20 -1.50 0.72
H 16.752 19.780 13.993 0.54 0.28 -1.05
H 15.779 20.952 13.193 -0.82 0.26 -0.01
H 17.430 21.160 12.960 1.44 0.54 0.11
C 20.766 21.788 10.661 -0.93 0.54 -1.06
C 21.274 21.429 12.019 -0.52 -1.31 -0.03
O 20.262 21.696 12.981 -1.65 -0.55 2.11
C 20.442 21.157 14.244 -0.29 1.68 -0.49
O 21.466 20.664 14.607 0.33 -0.60 -0.07
O 19.373 21.415 15.064 1.22 -0.06 -2.31
C 19.611 21.202 16.446 -0.82 -0.03 0.75
H 21.487 21.635 9.844 0.11 -0.04 0.55
H 20.477 22.845 10.625 0.03 -0.12 0.00
H 19.865 21.204 10.362 0.54 0.27 0.49
H 22.134 21.950 12.338 1.20 0.61 0.00
H 21.466 20.364 12.040 0.35 -0.33 0.13
H 18.674 20.740 16.779 0.26 0.31 0.35
H 19.782 22.184 16.937 -0.05 -0.69 -0.24
H 20.410 20.496 16.649 0.18 0.15 -0.19
C 13.881 11.901 20.903 0.02 -1.11 -1.05
C 13.348 12.330 22.249 1.68 1.85 -0.80
O 12.174 13.145 22.130 0.21 0.40 -0.30
C 12.406 14.430 21.868 0.72 0.31 0.35
O 13.485 14.991 21.906 -0.80 -0.54 -0.17
O 11.236 14.991 21.589 0.04 0.76 0.23
C 11.262 16.413 21.384 1.51 0.34 -1.45
H 13.087 11.854 20.161 -0.34 0.01 0.03
H 14.274 10.860 20.918 -0.08 0.65 0.28
H 14.641 12.524 20.444 0.21 0.36 0.33
H 14.174 12.922 22.750 -1.20 -0.94 0.08
H 12.966 11.490 22.731 -0.16 -1.30 1.35
H 12.260 16.778 20.987 -1.13 -0.73 0.43
H 11.042 17.012 22.240 -0.18 -0.16 0.99
H 10.508 16.597 20.644 -0.38 0.11 -0.39
```
Forces are in eV/Å.

Results of the Mulliken charge analysis, in e, for atoms 1 through 99: atom 1 (Cl): -0.31, atom 2 (C): 1.69, atom 3 (C): 1.45, atom 4 (Cl): -0.24, atom 5 (H): -0.82, atom 6 (H): -0.41, atom 7 (H): -0.66, atom 8 (H): -0.82, atom 9 (Cl): -0.07, atom 10 (C): -0.46, atom 11 (C): -0.51, atom 12 (Cl): -0.21, atom 13 (H): 0.25, atom 14 (H): 0.34, atom 15 (H): 0.32, atom 16 (H): 0.36, atom 17 (Cl): -0.22, atom 18 (C): -0.14, atom 19 (C): 0.02, atom 20 (Cl): -0.03, atom 21 (H): 0.07, atom 22 (H): 0.32, atom 23 (H): -0.25, atom 24 (H): 0.34, atom 25 (Cl): -0.28, atom 26 (C): 1.00, atom 27 (C): 0.44, atom 28 (Cl): -0.21, atom 29 (H): 0.18, atom 30 (H): -1.03, atom 31 (H): -0.46, atom 32 (H): 0.32, atom 33 (Cl): -0.22, atom 34 (C): -0.34, atom 35 (C): -0.61, atom 36 (Cl): 0.02, atom 37 (H): 0.17, atom 38 (H): 0.35, atom 39 (H): 0.35, atom 40 (H): 0.32, atom 41 (Cl): -0.18, atom 42 (C): -0.49, atom 43 (C): 0.06, atom 44 (Cl): -0.15, atom 45 (H): 0.30, atom 46 (H): 0.42, atom 47 (H): 0.41, atom 48 (H): -0.32, atom 49 (Cl): -0.15, atom 50 (C): 0.10, atom 51 (C): -0.47, atom 52 (Cl): -0.18, atom 53 (H): -0.28, atom 54 (H): 0.29, atom 55 (H): 0.26, atom 56 (H): 0.43, atom 57 (C): -0.98, atom 58 (C): 0.31, atom 59 (O): -0.32, atom 60 (C): 0.80, atom 61 (O): -0.61, atom 62 (O): -0.36, atom 63 (C): -0.66, atom 64 (H): 0.18, atom 65 (H): 0.13, atom 66 (H): 0.40, atom 67 (H): 0.02, atom 68 (H): 0.24, atom 69 (H): 0.26, atom 70 (H): 0.31, atom 71 (H): 0.27, atom 72 (C): -1.27, atom 73 (C): 0.24, atom 74 (O): -0.40, atom 75 (C): 0.62, atom 76 (O): -0.12, atom 77 (O): -0.26, atom 78 (C): -0.67, atom 79 (H): 0.23, atom 80 (H): 0.35, atom 81 (H): 0.41, atom 82 (H): 0.24, atom 83 (H): -0.09, atom 84 (H): 0.19, atom 85 (H): 0.35, atom 86 (H): 0.23, atom 87 (C): -0.75, atom 88 (C): 0.05, atom 89 (O): 0.31, atom 90 (C): -0.21, atom 91 (O): -0.65, atom 92 (O): 0.35, atom 93 (C): -0.82, atom 94 (H): 0.28, atom 95 (H): -0.06, atom 96 (H): 0.21, atom 97 (H): 0.28, atom 98 (H): 0.11, atom 99 (H): 0.34